DFT (wB97M-V/def2-TZVPD) results for a single C5H6N2 molecule.

Geometry (Å):
H1 1.11671 -2.90404 -0.07520
N1 0.39848 -2.65957 0.50505
C1 0.37839 -1.24192 0.48711
C2 -0.89822 -0.78411 0.96120
C3 -1.07749 0.50884 0.44540
C4 0.13294 0.68809 -0.28904
C5 0.20237 1.96052 -0.99001
N2 0.88460 -0.29828 -0.22685
H2 -1.49222 -1.41908 1.49615
H3 -1.78622 1.41659 0.64616
H4 0.84734 2.26304 -1.68764
H5 -0.75281 2.54736 -0.87834
H6 2.04614 -0.07745 -0.39400

As for the SMILES: [H]/N=C1/C=CC(=C)N1. The value obtained for the LUMO energy is -0.0116 Ha. As for the total energy: -303.4701 hartree. The value obtained for the highest occupied orbital energy is -7.70 eV. The calculation puts the molecular weight at 94.1 g/mol. The calculation puts the strongest force on any atom at 13.828 eV/A. Its relative energy (zero: lowest compared OMol25 entry of this formula, charge and spin) is 4.518 eV.



DFT (wB97M-V/def2-TZVPD) results for a molecular structure, C5H6N2.

Geometry (Å):
C1 1.78155 0.66477 0.06624
C2 1.47070 -0.83453 -0.02621
C3 0.13045 -0.51685 -0.20855
C4 -1.09631 1.16621 -0.03190
C5 0.21329 0.80458 -0.00415
H1 2.44271 1.11650 -0.71440
H2 2.36484 0.75720 1.17171
H3 1.70457 -1.18878 -1.08651
H4 1.63092 -1.46728 0.87660
H5 -1.39859 -1.81143 -0.09359
H6 -1.50036 2.04271 -0.07082
N1 -1.03956 -0.96926 0.13381
N2 -1.85218 -0.05274 0.02969

The value obtained for the LUMO energy is 0.0362 Ha. As for the total energy: -303.4418 hartree. The value obtained for the highest occupied orbital energy is -8.49 eV. The calculation puts the molecular weight at 94.1 g/mol. The calculation puts the strongest force on any atom at 9.915 eV/A. Its relative energy (zero: lowest compared OMol25 entry of this formula, charge and spin) is 5.287 eV.



DFT (wB97M-V/def2-TZVPD) results for 2 unconnected molecules or ions with the total composition C5H6N2.

Geometry (Å):
H1 2.21226 1.88516 -2.42876
N1 1.43766 1.71992 -1.81616
C1 1.36056 0.58775 -1.26107
C2 0.09739 0.40898 -0.36409
C3 0.33918 1.03001 0.90377
N2 0.49747 1.48216 1.95437
H2 1.98227 -0.34063 -1.12803
H3 -0.28837 -0.73346 -0.23142
H4 -0.70739 1.10942 -0.84053
C4 -2.25867 -1.49325 1.33454
C5 -1.21196 -2.08293 1.27171
H5 -3.03251 -0.98423 0.93076
H6 -0.42789 -2.58891 1.67490

As for the SMILES: [H]/N=C/CC#N.C#C. The value obtained for the LUMO energy is 0.0259 Ha. As for the total energy: -303.4778 hartree. The value obtained for the highest occupied orbital energy is -10.43 eV. The calculation puts the molecular weight at 94.1 g/mol. The calculation puts the strongest force on any atom at 3.206 eV/A. Its relative energy (zero: lowest compared OMol25 entry of this formula, charge and spin) is 4.306 eV.



DFT (wB97M-V/def2-TZVPD) results for 2 unconnected molecules or ions with the total composition C5H6N2.

Geometry (Å):
H1 -3.06818 1.71307 0.26615
N1 -2.76697 0.78880 -0.03666
C1 -1.56645 0.50757 0.22398
C2 -1.02995 -0.75638 -0.13148
C3 -0.63183 -1.86708 -0.35784
H2 -0.85218 1.16577 0.73255
H3 -0.24391 -2.81206 -0.59268
C4 1.85194 0.10057 0.94274
C5 1.57160 0.28831 -0.30757
N2 1.29356 0.68945 -1.41610
H4 1.18360 -0.43002 1.59432
H5 2.78932 0.44087 1.34532
H6 1.46945 0.17112 -2.26272

As for the SMILES: [H]/N=C/C#C.C=C=N. The value obtained for the LUMO energy is 0.0251 Ha. As for the total energy: -303.4828 hartree. The value obtained for the highest occupied orbital energy is -9.07 eV. The calculation puts the molecular weight at 94.1 g/mol. The calculation puts the strongest force on any atom at 1.478 eV/A. Its relative energy (zero: lowest compared OMol25 entry of this formula, charge and spin) is 4.171 eV.



DFT (wB97M-V/def2-TZVPD) results for a single C5H6N2 molecule.

Geometry (Å):
C1 -1.19963 -0.24176 -1.69707
C2 -0.31656 -0.12096 -0.46492
C3 0.55842 -1.07318 -0.02193
N1 1.39600 -0.84203 1.00994
C4 1.17600 0.25490 1.73362
C5 0.24502 1.23582 1.32400
N2 -0.49710 1.01972 0.22387
H1 -2.02492 -1.00704 -1.63097
H2 -0.56916 -0.50344 -2.54579
H3 -1.67159 0.72348 -1.81340
H4 0.75168 -2.05865 -0.51028
H5 1.91337 0.47943 2.52472
H6 0.23847 2.13371 1.86821

As for the SMILES: Cc1cnccn1. The value obtained for the LUMO energy is 0.0202 Ha. As for the total energy: -303.6195 hartree. The value obtained for the highest occupied orbital energy is -9.52 eV. The calculation puts the molecular weight at 94.1 g/mol. The calculation puts the strongest force on any atom at 3.104 eV/A. Its relative energy (zero: lowest compared OMol25 entry of this formula, charge and spin) is 0.451 eV.



DFT (wB97M-V/def2-TZVPD) results for a single C5H6N2 molecule.

Geometry (Å):
C1 2.27531 1.40374 -3.99545
C2 0.90040 0.70359 -2.06105
C3 0.20200 0.31218 -1.17638
N1 1.68780 1.07958 -3.06347
N2 -0.81518 -0.86773 2.15397
C4 -0.73072 -0.24757 -0.17145
C5 0.02555 -0.24808 1.14630
H1 -1.78593 -0.47036 2.09945
H2 -0.43988 -0.77550 3.10438
H3 -1.61533 0.39557 -0.13187
H4 -1.00721 -1.24795 -0.49107
H5 0.29908 0.78202 1.47555
H6 1.00412 -0.81950 1.11108

The value obtained for the LUMO energy is 0.0286 Ha. As for the total energy: -303.5089 hartree. The value obtained for the highest occupied orbital energy is -9.57 eV. The calculation puts the molecular weight at 94.1 g/mol. The calculation puts the strongest force on any atom at 2.873 eV/A. Its relative energy (zero: lowest compared OMol25 entry of this formula, charge and spin) is 3.461 eV.



DFT (wB97M-V/def2-TZVPD) results for a single C5H6N2 molecule.

Geometry (Å):
C1 3.11822 -0.83526 1.27977
C2 2.02115 -0.63603 0.78334
C3 0.56149 -0.22238 0.34731
N1 0.29219 0.02213 -0.81281
N2 -1.13747 0.17545 -1.12242
C4 -1.91501 1.34562 -0.47995
C5 -2.13092 -0.07537 -0.06321
H1 4.31258 -0.95755 1.23870
H2 -0.01058 -0.28550 1.27566
H3 -1.26750 1.42930 0.43960
H4 -2.38892 2.04510 -1.01683
H5 -2.93228 -0.81430 -0.56570
H6 -1.72593 -0.25967 0.97165

As for the SMILES: C#C/C=N/N1CC1. The value obtained for the LUMO energy is 0.0300 Ha. As for the total energy: -303.3739 hartree. The value obtained for the highest occupied orbital energy is -9.69 eV. The calculation puts the molecular weight at 94.1 g/mol. The calculation puts the strongest force on any atom at 7.963 eV/A. Its relative energy (zero: lowest compared OMol25 entry of this formula, charge and spin) is 7.133 eV.



DFT (wB97M-V/def2-TZVPD) results for a single C5H6N2 molecule.

Geometry (Å):
C1 0.01704 0.93148 1.91516
C2 -0.54833 0.55992 0.57137
C3 0.27730 0.33365 -0.60606
C4 0.55378 0.12211 -1.92193
N1 0.38529 -1.21015 -2.19626
C5 -0.13127 -1.86400 -1.26661
N2 -0.15104 -0.76074 0.06791
H1 -0.74098 0.82318 2.68683
H2 0.36132 1.96176 1.90589
H3 0.85947 0.28601 2.15217
H4 -1.56486 0.91666 0.39384
H5 0.94531 0.78732 -2.66321
H6 -0.26302 -2.88721 -1.03910

As for the SMILES: C[C@H]1c2cncn21. The value obtained for the LUMO energy is 0.0384 Ha. As for the total energy: -303.4920 hartree. The value obtained for the highest occupied orbital energy is -8.56 eV. The calculation puts the molecular weight at 94.1 g/mol. The calculation puts the strongest force on any atom at 3.725 eV/A. Its relative energy (zero: lowest compared OMol25 entry of this formula, charge and spin) is 3.921 eV.



DFT (wB97M-V/def2-TZVPD) results for a single C5H6N2 molecule.

Geometry (Å):
N1 -0.51291 -2.64195 1.25793
C1 -0.65193 -1.81901 0.45662
C2 -0.64556 -0.91446 -0.67151
C3 -0.61344 0.56244 -0.73256
C4 -0.05696 1.25888 0.48723
C5 1.13947 0.29510 0.34329
N2 0.62634 -0.23550 -0.96802
H1 -1.05445 -1.38039 -1.56287
H2 -1.11587 1.04883 -1.56387
H3 0.22329 2.29202 0.26837
H4 -0.67052 1.24190 1.38901
H5 2.10801 0.77468 0.19135
H6 1.22454 -0.48254 1.10501

As for the SMILES: N#C[C@H]1[C@H]2CCN21. The value obtained for the LUMO energy is 0.0322 Ha. As for the total energy: -303.5445 hartree. The value obtained for the highest occupied orbital energy is -9.83 eV. The calculation puts the molecular weight at 94.1 g/mol. The calculation puts the strongest force on any atom at 1.073 eV/A. Its relative energy (zero: lowest compared OMol25 entry of this formula, charge and spin) is 2.491 eV.



DFT (wB97M-V/def2-TZVPD) results for a molecular structure, C5H6N2.

Geometry (Å):
N1 2.66384 -0.98372 1.34025
C1 1.83024 -0.28742 0.92130
C2 0.72923 0.53870 0.44447
C3 0.27529 0.51566 -1.03277
C4 -1.12093 0.35783 -0.41920
C5 -1.17443 -0.96093 0.22326
N2 -0.61150 0.16793 0.97185
H1 0.88528 1.57827 0.75089
H2 0.60043 -0.36007 -1.60680
H3 0.48581 1.42212 -1.60180
H4 -1.92981 1.06647 -0.47834
H5 -0.51305 -1.74728 -0.14305
H6 -2.12039 -1.30756 0.62996

The value obtained for the LUMO energy is 0.0321 Ha. As for the total energy: -303.5414 hartree. The value obtained for the highest occupied orbital energy is -9.89 eV. The calculation puts the molecular weight at 94.1 g/mol. The calculation puts the strongest force on any atom at 2.163 eV/A. Its relative energy (zero: lowest compared OMol25 entry of this formula, charge and spin) is 2.577 eV.



DFT (wB97M-V/def2-TZVPD) results for a single C5H6N2 molecule.

Geometry (Å):
N1 0.03592 -0.10823 1.68754
C1 -0.98167 0.64203 1.37735
C2 -1.11241 0.35376 -0.11208
C3 0.09831 1.04272 -0.79674
C4 0.71518 -0.33984 -0.84950
C5 0.55319 -1.06401 0.43155
N2 -0.56478 -1.03204 -0.44404
H1 -2.09453 0.50743 -0.55405
H2 0.61039 1.81904 -0.21861
H3 -0.13421 1.40977 -1.79567
H4 1.28145 -0.70333 -1.70935
H5 0.54397 -0.46833 2.46600
H6 1.04920 -2.05897 0.51761

The value obtained for the LUMO energy is 0.0359 Ha. As for the total energy: -303.4679 hartree. The value obtained for the highest occupied orbital energy is -8.70 eV. The calculation puts the molecular weight at 94.1 g/mol. The calculation puts the strongest force on any atom at 4.095 eV/A. Its relative energy (zero: lowest compared OMol25 entry of this formula, charge and spin) is 4.576 eV.



DFT (wB97M-V/def2-TZVPD) results for a single C5H6N2 molecule.

Geometry (Å):
N1 -2.55976 1.27449 0.43138
C1 -1.42370 1.06539 0.46239
C2 -0.08210 0.61017 0.82972
C3 0.00300 -0.93363 0.76550
C4 0.91268 -0.71817 -0.42774
C5 0.35664 0.25386 -1.40122
N2 1.01835 0.76382 -0.19612
H1 0.12813 1.08356 1.78985
H2 -0.92753 -1.48524 0.60803
H3 0.53122 -1.33333 1.63313
H4 1.79323 -1.33470 -0.60813
H5 -0.71698 0.48062 -1.41874
H6 0.84550 0.43467 -2.35536

As for the SMILES: N#C[C@H]1C[C@H]2CN21. The value obtained for the LUMO energy is 0.0353 Ha. As for the total energy: -303.5396 hartree. The value obtained for the highest occupied orbital energy is -10.00 eV. The calculation puts the molecular weight at 94.1 g/mol. The calculation puts the strongest force on any atom at 1.328 eV/A. Its relative energy (zero: lowest compared OMol25 entry of this formula, charge and spin) is 2.624 eV.



Question: What is the formula in the eleventh record?
Answer: C5H6N2



Question: What is the highest occupied orbital energy in the first record?
Answer: -7.70 eV



Question: Which value of strongest force on any atom does entry 1 give?
Answer: 13.828 eV/A